Here is a structure of composition C51H61N4O2P2Si4TeTi from OMol25. Energies are from the ωB97M-V functional and the def2-TZVPD basis.

Results
Charge: +1
Orbital gap: 0.226 hartree
Lowest unoccupied orbital energy: -3.406 eV

Positions of all 126 atoms, in Å:
Ti1 -0.0212 1.5206 -0.0155
O1 -1.4836 0.7701 3.7467
C1 -1.3641 1.0061 2.5778
N1 -0.2449 0.7978 1.7766
C2 0.5240 -0.3604 1.8992
O2 0.3832 -1.2467 2.6969
C3 1.5027 -0.4794 0.7525
C4 2.6549 -1.3486 0.9970
C5 3.7548 -1.2092 0.2537
C6 3.7937 -0.1990 -0.7897
C7 2.8132 0.7082 -0.8742
N2 1.7013 0.7191 -0.0281
C8 -2.5329 1.4371 1.7312
C9 -3.7338 1.7787 2.3178
C10 -4.8480 1.9087 1.5096
C11 -4.7193 1.6318 0.1580
C12 -3.4751 1.3037 -0.3452
N3 -2.3763 1.2406 0.4107
H1 2.5555 -2.0647 1.8006
H2 4.6230 -1.8355 0.4245
H3 4.6342 -0.1325 -1.4668
H4 2.8643 1.5056 -1.5969
H5 -3.7649 1.9108 3.3907
H6 -5.8070 2.1819 1.9303
H7 -5.5707 1.6686 -0.5076
H8 -3.3639 1.0472 -1.3845
C13 -1.5844 2.2485 -2.8967
P1 0.0220 1.4039 -2.6482
C14 1.1154 2.6315 -3.4589
C15 1.8514 3.5515 -2.7139
C16 2.5910 4.5429 -3.3422
C17 2.6029 4.6255 -4.7273
C18 1.8810 3.7087 -5.4794
C19 1.1410 2.7186 -4.8502
C20 0.0039 -0.0120 -3.7779
C21 1.2046 -0.4730 -4.3179
C22 1.2156 -1.5696 -5.1673
C23 0.0301 -2.2269 -5.4698
C24 -1.1618 -1.7984 -4.9039
C25 -1.1754 -0.6984 -4.0566
C26 -1.5935 3.3219 -1.8465
C27 -2.2333 4.5258 -1.8303
C28 -1.6410 5.3054 -0.7929
C29 -0.6564 4.5472 -0.2282
C30 0.4500 4.9572 0.6799
P2 1.0247 3.4600 1.5498
C31 2.7413 3.8131 2.0123
C32 3.7838 3.1091 1.4156
C33 5.1020 3.3754 1.7684
C34 5.3789 4.3414 2.7227
C35 4.3416 5.0508 3.3179
C36 3.0277 4.7907 2.9669
C37 0.1245 3.5498 3.1263
C38 -1.1429 4.1279 3.1900
C39 -1.8344 4.1570 4.3948
C40 -1.2801 3.5846 5.5304
C41 -0.0303 2.9816 5.4630
C42 0.6691 2.9642 4.2677
N4 -0.6303 3.2851 -0.8277
H9 -2.4065 1.5419 -2.8339
H10 -1.6118 2.6804 -3.8960
H11 1.8401 3.5131 -1.6333
H12 3.1524 5.2537 -2.7487
H13 3.1697 5.4053 -5.2200
H14 1.8887 3.7672 -6.5605
H15 0.5819 2.0093 -5.4500
H16 2.1339 0.0301 -4.0768
H17 2.1502 -1.9087 -5.5967
H18 0.0359 -3.0751 -6.1442
H19 -2.0866 -2.3198 -5.1195
H20 -2.1161 -0.3860 -3.6211
H21 -3.0079 4.8409 -2.5161
H22 -1.8788 6.3274 -0.5337
H23 0.1521 5.7384 1.3760
H24 1.2901 5.3374 0.0933
H25 3.5723 2.3444 0.6847
H26 5.9074 2.8219 1.3027
H27 6.4033 4.5409 3.0112
H28 4.5589 5.8056 4.0627
H29 2.2241 5.3446 3.4368
H30 -1.5999 4.5538 2.3041
H31 -2.8076 4.6308 4.4428
H32 -1.8233 3.5999 6.4670
H33 0.3965 2.5163 6.3427
H34 1.6419 2.4886 4.2217
C43 -3.7655 -3.4506 1.6400
Si1 -2.1010 -3.8792 2.3856
C44 -1.9180 -2.9716 3.9856
C45 -2.0014 -5.7208 2.7034
Si2 -0.6316 -3.6703 0.5609
Te1 -0.2500 -1.3789 -0.5050
Si3 -1.7358 -4.4567 -1.3740
C46 -3.0637 -3.2454 -1.9321
C47 -2.5283 -6.1177 -1.0551
C48 -0.5121 -4.6146 -2.7794
Si4 1.4337 -4.7736 0.5387
C49 1.0193 -6.5654 0.2058
C50 2.5188 -4.1319 -0.8514
C51 2.2886 -4.6714 2.2059
H35 -4.5480 -3.4519 2.4060
H36 -4.0478 -4.1694 0.8645
H37 -3.7416 -2.4538 1.1847
H38 -2.7587 -3.2614 4.6247
H39 -1.9233 -1.8935 3.8561
H40 -0.9877 -3.2335 4.4956
H41 -2.7230 -6.0163 3.4720
H42 -1.0043 -6.0061 3.0563
H43 -2.2165 -6.2974 1.7968
H44 -3.8585 -3.1366 -1.1894
H45 -3.5137 -3.5751 -2.8744
H46 -2.6264 -2.2542 -2.0998
H47 -3.3594 -6.0407 -0.3475
H48 -1.8068 -6.8276 -0.6415
H49 -2.9174 -6.5400 -1.9866
H50 0.0692 -3.6955 -2.9002
H51 -1.0476 -4.8047 -3.7151
H52 0.1903 -5.4381 -2.6181
H53 0.5224 -6.6895 -0.7604
H54 0.3621 -6.9781 0.9794
H55 1.9388 -7.1595 0.1921
H56 2.5530 -4.8558 -1.6706
H57 3.5411 -3.9654 -0.4993
H58 2.1440 -3.1881 -1.2552
H59 2.5762 -5.6751 2.5341
H60 1.6351 -4.2447 2.9737
H61 3.1963 -4.0635 2.1626

Here are the natural (NBO) charges for atoms 1 to 8, given in e:
1 Ti 1.52
2 O -0.51
3 C 0.65
4 N -0.88
5 C 0.72
6 O -0.59
7 C -0.07
8 C -0.18

---

Here is a structure of composition C51H62As3CdN3O9S from OMol25. Energies are from the ωB97M-V functional and the def2-TZVPD basis.

Results
Charge: -2
Orbital gap: 0.215 hartree
Lowest unoccupied orbital energy: 3.770 eV
Relative energy (zero: lowest compared OMol25 entry of this formula, charge and spin): 0.738 eV

Positions of all 130 atoms, in Å:
Cd1 0.4365 -0.5386 -0.0979
O1 -1.2170 -4.9692 3.1192
C1 -0.8681 -3.8206 2.9201
C2 0.5464 -3.2872 2.9686
O2 1.4890 -3.7992 3.5547
C3 0.5102 -2.0128 2.2309
C4 -0.8541 -1.6355 2.0429
O3 -1.1789 -0.5370 1.4374
C5 -1.7554 -2.6596 2.5414
O4 -2.9808 -2.6205 2.6391
O5 1.4862 -1.3051 1.8350
C6 -0.6348 5.2147 2.4023
As1 -0.3126 3.3273 2.8885
C7 -2.1930 2.7704 2.7884
C8 -0.2646 3.7719 4.8338
C9 0.0407 2.7059 5.8965
C10 0.1508 3.4378 7.2412
C11 1.3825 2.0037 5.6191
As2 1.3408 0.5879 4.1908
C12 1.2068 -0.9688 5.4001
C13 3.2932 0.4838 4.0095
C14 -1.0646 1.6266 5.9533
As3 -2.5620 1.8044 7.2212
C15 -3.7513 3.0657 6.2890
C16 -3.4752 0.1800 6.6084
H1 -1.4289 5.6532 3.0109
H2 -0.9080 5.2587 1.3509
H3 0.2835 5.7860 2.5464
H4 -2.7534 3.1764 3.6295
H5 -2.2623 1.6833 2.7800
H6 -2.6118 3.1443 1.8593
H7 -1.2188 4.2529 5.0803
H8 0.5050 4.5510 4.9045
H9 0.9974 4.1290 7.2226
H10 0.2997 2.7315 8.0620
H11 -0.7543 4.0147 7.4561
H12 1.7296 1.5271 6.5424
H13 2.1351 2.7471 5.3320
H14 1.5811 -0.7285 6.3979
H15 1.7980 -1.7810 4.9771
H16 0.1762 -1.3157 5.4688
H17 3.7652 0.3318 4.9825
H18 3.6816 1.3959 3.5557
H19 3.5090 -0.3601 3.3559
H20 -0.6154 0.6856 6.2843
H21 -1.4611 1.4343 4.9544
H22 -3.2903 4.0499 6.2112
H23 -4.6702 3.1607 6.8704
H24 -3.9983 2.7035 5.2929
H25 -2.9560 -0.7037 6.9773
H26 -3.5021 0.1343 5.5197
H27 -4.4955 0.1665 6.9930
C17 0.3009 -3.3688 -6.0970
C18 1.4197 -2.7073 -5.2981
C19 2.7270 -2.6603 -6.0804
O6 1.0627 -1.3886 -4.9614
C20 0.5543 -1.3910 -3.6190
C21 1.3595 -2.5202 -2.9722
O7 1.6079 -3.3997 -4.0822
C22 0.7200 -3.2817 -1.7900
O8 0.8686 -2.5235 -0.6716
C23 1.5049 -4.5812 -1.5058
C24 0.8880 -5.6219 -0.8191
C25 1.6125 -6.7157 -0.3700
C26 2.9763 -6.7948 -0.6034
C27 3.6045 -5.7632 -1.2855
C28 2.8773 -4.6684 -1.7251
C29 -0.7437 -3.6248 -2.0972
C30 -1.0855 -4.5240 -3.1059
C31 -2.4141 -4.8112 -3.3816
C32 -3.4265 -4.2212 -2.6355
C33 -3.0945 -3.3518 -1.6072
C34 -1.7636 -3.0557 -1.3462
C35 0.5665 0.0667 -3.0738
O9 -0.3232 0.1681 -2.0189
C36 1.9625 0.5601 -2.6769
C37 2.0801 1.4304 -1.5956
C38 3.3236 1.8938 -1.1813
C39 4.4698 1.5100 -1.8566
C40 4.3590 0.6802 -2.9656
C41 3.1189 0.2187 -3.3770
C42 0.0334 0.8983 -4.2600
C43 -1.2399 0.5988 -4.7418
C44 -1.7871 1.2921 -5.8054
C45 -1.0758 2.3222 -6.4081
C46 0.1793 2.6471 -5.9214
C47 0.7262 1.9434 -4.8544
H28 0.1691 -2.8461 -7.0451
H29 -0.6287 -3.3253 -5.5317
H30 0.5467 -4.4140 -6.2877
H31 2.6500 -1.9176 -6.8751
H32 2.9475 -3.6352 -6.5137
H33 3.5375 -2.3825 -5.4083
H34 -0.5069 -1.6692 -3.6225
H35 2.3120 -2.1349 -2.5907
H36 -0.1704 -5.5643 -0.6007
H37 1.1087 -7.4974 0.1833
H38 3.5481 -7.6397 -0.2386
H39 4.6732 -5.8013 -1.4624
H40 3.3938 -3.8722 -2.2406
H41 -0.2984 -5.0079 -3.6686
H42 -2.6610 -5.5126 -4.1713
H43 -4.4643 -4.4545 -2.8418
H44 -3.8659 -2.9170 -0.9845
H45 -1.5062 -2.3969 -0.5282
H46 1.1806 1.7978 -1.1112
H47 3.3828 2.5615 -0.3313
H48 5.4414 1.8593 -1.5297
H49 5.2478 0.3878 -3.5124
H50 3.0386 -0.4135 -4.2503
H51 -1.8113 -0.1824 -4.2593
H52 -2.7770 1.0349 -6.1617
H53 -1.5016 2.8697 -7.2401
H54 0.7430 3.4553 -6.3733
H55 1.7094 2.2154 -4.4932
C48 -0.8778 6.5354 -2.4241
C49 -1.7215 5.4165 -3.0212
C50 -1.7734 4.2160 -2.1322
N1 -0.9757 4.0134 -1.1481
N2 -1.2070 2.8471 -0.4780
C51 -2.1894 2.1640 -0.9799
N3 -2.7173 1.0503 -0.4186
S1 -2.9542 2.9532 -2.3349
H56 -0.8811 7.4035 -3.0839
H57 0.1493 6.2059 -2.2838
H58 -1.2605 6.8335 -1.4487
H59 -1.3181 5.1172 -3.9837
H60 -2.7431 5.7638 -3.2034
H61 -2.1687 0.6288 0.3282
H62 -3.0549 0.3447 -1.0568

Here are the Löwdin charges for atoms 1 to 8, given in e:
1 Cd 1.49
2 O 0.08
3 C -0.27
4 C -0.30
5 O 0.06
6 C -0.41
7 C -0.36
8 O -0.20

---

Here is a structure of composition C51H64BBr2N9O4PTi from OMol25. Energies are from the ωB97M-V functional and the def2-TZVPD basis.

Results
Charge: +1
Orbital gap (alpha / beta): 0.139 / 0.139 hartree
Lowest unoccupied orbital energy (alpha / beta): -4.382 / -4.382 eV

Positions of all 133 atoms, in Å:
Ti1 1.0938 -0.6898 -0.7818
C1 4.3308 -3.4865 -0.6689
C2 3.5302 -2.5322 -1.2913
N1 2.5823 -2.1274 -0.4515
N2 2.7444 -2.7945 0.6954
C3 3.7897 -3.6249 0.5965
B1 1.7595 -2.5111 1.8399
N3 0.3681 -2.7968 1.2693
C4 -0.4948 -3.7312 1.6890
C5 -1.5612 -3.7552 0.8162
C6 -1.2488 -2.7865 -0.1319
N4 -0.0867 -2.2004 0.1542
N5 1.8502 -1.0095 2.1111
C7 2.3427 -0.4085 3.2028
C8 2.2380 0.9546 3.0253
C9 1.6665 1.0984 1.7645
N6 1.4311 -0.0939 1.2209
H1 5.1802 -3.9879 -1.0837
H2 3.5857 -2.1415 -2.2919
H3 4.0770 -4.2681 1.4038
H4 1.9959 -3.1539 2.8011
H5 -0.3078 -4.3164 2.5690
H6 -2.4349 -4.3732 0.8486
H7 -1.8369 -2.5385 -0.9934
H8 2.7339 -0.9780 4.0235
H9 2.5267 1.7360 3.6950
H10 1.4519 2.0175 1.2613
O1 -2.7874 2.3320 -4.6690
C10 -1.9895 1.6807 -3.8083
C11 -2.0531 0.3460 -3.5539
C12 -1.0760 -0.2857 -2.6645
N7 -0.3462 0.5326 -1.7542
C13 -0.3273 1.8189 -2.0831
Br1 0.7510 2.9872 -1.0578
C14 -1.0452 2.4454 -3.0743
H11 -3.4051 1.7223 -5.0931
H12 -2.7716 -0.2939 -4.0486
H13 -1.5142 -1.1440 -2.1538
H14 -0.9609 3.5035 -3.2552
Br2 -1.3827 -4.0616 -6.0804
C15 -0.5525 -3.1016 -4.6530
C16 -0.4013 -1.7613 -4.7112
C17 0.1712 -1.0367 -3.5698
N8 0.8468 -1.7981 -2.5805
C18 0.6641 -3.1168 -2.5978
C19 -0.0298 -3.8214 -3.5552
H15 -0.7517 -1.1829 -5.5501
H16 0.7688 -0.1734 -3.8936
H17 1.1450 -3.6792 -1.8054
H18 -0.1468 -4.8876 -3.4948
C20 2.5714 -1.8080 -6.3590
O2 2.8361 -0.8132 -5.3972
C21 3.9443 -0.9736 -4.6058
C22 4.7721 -2.0849 -4.6203
C23 5.8659 -2.1550 -3.7683
C24 6.1475 -1.1044 -2.9150
C25 5.3519 0.0273 -2.9179
C26 4.2333 0.1106 -3.7473
N9 3.4363 1.2456 -3.8588
C27 3.4551 2.3288 -3.0432
C28 3.7807 2.2335 -1.6808
C29 4.4767 3.2562 -1.0030
C30 5.0073 3.0380 0.2426
C31 4.8918 1.7814 0.8423
C32 4.1031 0.8063 0.2696
C33 3.4256 1.0524 -0.9345
O3 2.4018 0.3177 -1.3117
H19 3.4239 -1.9491 -7.0256
H20 1.7191 -1.4505 -6.9325
H21 2.3187 -2.7592 -5.8838
H22 4.5799 -2.9065 -5.2905
H23 6.4992 -3.0276 -3.7923
H24 6.9967 -1.1561 -2.2517
H25 5.6301 0.8663 -2.3029
H26 2.9556 1.3203 -4.7468
H27 3.2655 3.2865 -3.5046
H28 4.6278 4.1924 -1.5160
H29 5.5656 3.8143 0.7384
H30 5.3875 1.5855 1.7794
H31 3.9874 -0.1587 0.7497
O4 -1.5208 0.2680 0.9725
P1 -2.4928 0.6243 2.0439
C34 -4.3064 0.7057 1.6029
C35 -4.8754 -0.6446 1.1751
C36 -4.3633 -1.0271 -0.2062
C37 -4.7619 0.0328 -1.2242
C38 -4.1446 1.3668 -0.8253
C39 -4.6420 1.7648 0.5575
C40 -2.0336 2.2528 2.8282
C41 -1.4593 3.1669 1.7490
C42 -1.0071 4.4765 2.3812
C43 -2.1991 5.2594 2.9531
C44 -3.4283 4.3672 3.1418
C45 -3.0616 2.9921 3.7045
C46 -2.4017 -0.6756 3.3769
C47 -3.4218 -0.5651 4.5085
C48 -3.0280 -1.5080 5.6440
C49 -1.6928 -1.0972 6.2854
C50 -0.8654 -0.2142 5.3494
C51 -0.9623 -0.7185 3.9154
H32 -4.7828 0.9951 2.5458
H33 -5.9671 -0.5701 1.1495
H34 -4.6118 -1.4181 1.8989
H35 -4.7581 -2.0045 -0.4900
H36 -3.2760 -1.0772 -0.1585
H37 -5.8498 0.1301 -1.2476
H38 -4.4336 -0.2608 -2.2219
H39 -4.4093 2.1409 -1.5473
H40 -3.0562 1.2816 -0.8038
H41 -5.7294 1.8876 0.5334
H42 -4.2089 2.7209 0.8433
H43 -1.1828 1.9673 3.4608
H44 -2.1809 3.3620 0.9564
H45 -0.6160 2.6541 1.2949
H46 -0.4812 5.0777 1.6407
H47 -0.2982 4.2455 3.1782
H48 -2.4620 6.0804 2.2843
H49 -1.9215 5.6983 3.9124
H50 -3.9499 4.2510 2.1912
H51 -4.1271 4.8542 3.8244
H52 -3.9794 2.4156 3.8297
H53 -2.6343 3.1419 4.6992
H54 -2.5827 -1.6108 2.8290
H55 -4.4158 -0.8335 4.1465
H56 -3.4730 0.4510 4.8954
H57 -2.9523 -2.5178 5.2373
H58 -3.8141 -1.5203 6.4004
H59 -1.1219 -1.9926 6.5378
H60 -1.8744 -0.5563 7.2150
H61 0.1779 -0.2134 5.6712
H62 -1.2198 0.8146 5.4037
H63 -0.5824 -1.7410 3.8893
H64 -0.3235 -0.1183 3.2658

Here are the Löwdin charges for atoms 1 to 8, given in e:
1 Ti 1.08
2 C -0.02
3 C -0.11
4 N -0.06
5 N 0.00
6 C -0.03
7 B -0.51
8 N -0.01

---

| no. | F_max (eV/A) |
| --- | --- |
| 1 | 1.70 |
| 2 | 0.43 |
| 3 | 4.42 |